A cluster of 8 separate species, C32H88N8O8 in total in a non-equilibrium geometry. Source: the OMol25 dataset; level of theory: the ωB97M-V functional and the def2-TZVPD basis.

```
136
Properties=species:S:1:pos:R:3:forces:R:3
C 1.73556 -0.17040 -0.96179 0.094 -0.541 0.279
O 0.99146 0.46492 0.05926 0.218 0.590 0.641
C 1.84938 1.03332 1.07360 -0.169 1.335 -0.288
C 1.08286 1.65181 2.28186 0.753 -1.924 -0.408
C 2.01668 2.01840 3.42880 0.373 0.842 0.231
N 0.19826 0.59494 2.76357 -1.025 0.063 0.103
H 2.35917 -0.92418 -0.48112 0.341 -0.165 -0.191
H 2.35901 0.47975 -1.57557 0.124 0.457 0.278
H 1.08974 -0.69042 -1.66932 -0.413 0.127 0.320
H 2.54409 0.30232 1.48727 0.036 -0.404 -0.118
H 2.43175 1.83640 0.62193 0.351 0.025 -0.282
H 0.52997 2.54831 2.00133 -0.215 -0.200 -0.123
H 2.66592 1.25639 3.85998 -0.293 -0.610 -0.405
H 1.41537 2.38348 4.26140 -0.118 0.011 -0.046
H 2.70982 2.82154 3.17853 -0.078 0.201 -0.267
H 0.72942 -0.25825 2.86374 0.512 -0.080 0.490
H -0.39585 0.31595 1.99591 -0.497 0.267 -0.204
C 7.26762 0.96626 -9.04948 0.250 -0.049 -0.241
O 6.71812 2.22376 -9.41640 -0.074 0.307 0.177
C 7.68650 3.16391 -9.95234 0.281 -1.469 0.319
C 7.76587 3.06285 -11.44795 -0.927 -0.478 -1.601
C 8.99837 3.70763 -12.02882 -0.261 0.475 0.546
N 6.57332 3.64120 -12.08340 -0.677 0.289 -0.444
H 7.83137 1.00039 -8.11722 0.534 0.401 -0.091
H 7.85267 0.56593 -9.87746 0.458 -0.021 0.085
H 6.55039 0.17460 -8.83277 -0.841 0.573 -0.311
H 7.48579 4.17203 -9.58968 -0.301 -0.116 -0.083
H 8.68348 2.85941 -9.63388 0.154 0.083 0.591
H 7.84374 2.01323 -11.73139 -0.118 -0.443 0.357
H 9.87600 3.31044 -11.51879 0.163 0.313 -0.111
H 8.84056 4.76859 -11.83504 0.682 0.283 -0.143
H 9.08727 3.54306 -13.10264 -0.058 -0.042 0.069
H 5.83816 2.98665 -12.30968 -0.110 -0.508 0.882
H 6.71726 3.99987 -13.01653 0.846 0.401 -0.002
C 9.74027 -0.39467 0.01814 0.762 0.942 0.713
O 11.00643 0.33198 -0.12123 -0.596 -0.418 -0.173
C 10.86508 1.57180 -0.84469 0.425 -0.383 -0.382
C 12.19597 2.38080 -0.95194 0.287 0.083 2.190
C 12.66346 2.86999 0.46755 -0.009 -1.762 -0.395
N 12.09372 3.57343 -1.76125 -0.958 -0.222 -1.138
H 9.04829 0.30348 0.48917 -0.430 -0.033 -0.262
H 9.82742 -1.22622 0.71744 0.727 0.192 0.146
H 9.31216 -0.86884 -0.86503 0.280 0.594 -0.584
H 10.50070 1.30494 -1.83672 -0.044 0.328 -0.276
H 10.12633 2.20534 -0.35379 -0.261 0.130 0.138
H 12.98656 1.75587 -1.36729 -0.128 -0.216 -0.025
H 13.69536 3.20864 0.37477 -0.128 0.430 0.119
H 12.69268 2.02394 1.15417 -0.010 -0.082 0.171
H 11.99062 3.60973 0.90133 0.096 0.196 -0.249
H 11.33654 4.13866 -1.40446 -0.069 0.266 -0.031
H 12.93743 4.12421 -1.69126 0.054 -0.046 0.038
C 1.64431 -4.99871 6.17831 0.622 0.419 -0.119
O 2.18501 -4.60804 4.89563 -0.303 0.328 0.207
C 3.14284 -5.44663 4.28271 1.284 -1.982 1.733
C 4.41489 -5.76142 5.20126 0.650 1.882 0.461
C 5.07413 -4.43157 5.65036 -1.038 0.291 -0.445
N 5.46979 -6.53846 4.55030 -0.944 -0.738 -0.516
H 1.53020 -6.06743 6.35971 0.169 -0.222 -0.488
H 0.67155 -4.54127 6.35887 -0.051 0.096 -0.692
H 2.26283 -4.59395 6.97937 0.331 -0.110 0.053
H 2.67406 -6.41649 4.11625 -0.145 -0.309 -0.264
H 3.53536 -5.12168 3.31916 -0.455 0.772 0.144
H 4.08749 -6.23890 6.12480 -0.332 -0.291 0.011
H 4.46180 -3.99620 6.44004 0.221 0.127 0.125
H 5.04152 -3.71915 4.82605 0.083 0.062 -0.117
H 6.11627 -4.48911 5.96458 -0.115 -0.384 0.171
H 6.34643 -6.49755 5.05023 -0.018 0.429 0.175
H 5.20128 -7.50825 4.63697 0.041 -0.360 -0.445
C -3.55585 -6.55419 -1.24276 0.025 0.538 0.681
O -4.23451 -6.84139 -2.44600 0.726 -0.169 0.113
C -4.05738 -8.19876 -2.80532 -1.311 -0.099 -0.723
C -5.00438 -8.50944 -4.04149 0.990 0.710 1.742
C -6.44400 -8.50383 -3.53205 -0.172 0.905 -0.081
N -4.67371 -9.74694 -4.68579 -0.240 -0.096 -0.502
H -3.08814 -5.56964 -1.24598 -0.342 0.247 -0.391
H -2.72557 -7.20912 -0.97857 -0.043 -0.530 -0.410
H -4.25370 -6.58199 -0.40590 -0.122 -0.035 0.135
H -3.00235 -8.40234 -2.98853 0.157 -0.064 -0.379
H -4.37652 -8.84549 -1.98802 -0.017 -0.223 0.318
H -4.77021 -7.69652 -4.72882 -0.479 0.120 -0.205
H -6.68751 -7.62550 -2.93427 0.574 0.262 0.103
H -6.62172 -9.32474 -2.83734 -0.094 -0.404 -0.382
H -7.18708 -8.41537 -4.32458 0.084 -0.734 -0.174
H -3.69652 -9.76688 -4.94035 -0.039 -0.400 0.092
H -4.97925 -10.56311 -4.17529 0.301 -0.020 0.058
C -5.85127 -2.28502 -6.56739 -0.023 -0.649 0.146
O -7.19593 -1.88417 -6.69918 0.051 0.979 0.159
C -8.09423 -2.93633 -6.81765 -1.175 -0.856 -0.581
C -9.52191 -2.49173 -7.19210 -0.031 0.920 0.052
C -10.55105 -3.56007 -7.24978 -1.150 -1.350 0.673
N -9.60693 -1.79686 -8.45869 0.554 1.098 0.104
H -5.58446 -2.97625 -7.36683 0.224 0.258 -0.491
H -5.66189 -2.88023 -5.67411 -0.300 0.043 0.491
H -5.19141 -1.41926 -6.51134 -0.275 0.033 -0.321
H -7.81585 -3.57120 -7.65881 0.469 -0.515 -0.047
H -8.16213 -3.52768 -5.90453 0.239 -0.185 0.242
H -9.89053 -1.81530 -6.42096 0.353 0.412 0.122
H -10.39654 -4.31104 -6.47501 0.230 -0.455 -0.289
H -10.71657 -3.98209 -8.24105 0.643 -0.427 0.003
H -11.55710 -3.21220 -7.01538 0.092 0.621 0.072
H -9.51773 -2.39586 -9.26698 0.066 -0.359 0.095
H -8.81747 -1.16696 -8.46773 0.036 0.426 -0.424
C -3.02842 8.35560 5.65235 -0.680 -0.402 0.999
O -3.07918 8.92957 6.96976 1.646 0.772 -0.815
C -4.17796 8.72364 7.84470 0.143 0.089 -1.804
C -5.49750 9.41606 7.32196 2.152 1.034 0.335
C -5.40404 10.97356 7.39863 0.055 -1.139 -1.053
N -6.61616 9.03007 8.09178 -0.969 -0.903 0.940
H -3.81452 8.79542 5.03859 -0.075 -0.411 -0.213
H -3.04848 7.26836 5.72721 -0.912 -0.309 0.002
H -2.08281 8.44329 5.11734 0.300 1.090 0.645
H -4.25267 7.64185 7.95536 -0.757 -0.319 0.097
H -3.81027 9.10528 8.79720 -0.374 0.291 0.096
H -5.62773 9.13776 6.27616 -0.138 -0.109 0.000
H -6.40873 11.35585 7.21821 0.009 0.099 0.267
H -4.80143 11.30202 6.55184 0.302 0.278 0.294
H -4.99611 11.32829 8.34513 -0.038 -0.011 -0.043
H -6.62607 8.02212 8.15543 -0.354 -0.427 -0.195
H -6.39241 9.28498 9.04312 -0.314 0.373 0.446
C -8.30840 1.01542 5.75960 -0.158 -0.849 -0.056
O -7.64034 2.06190 6.42085 -0.752 -0.258 -0.535
C -6.23685 1.95638 6.59057 -1.116 1.621 0.276
C -5.92810 1.29307 7.93075 0.231 0.946 0.858
C -6.67275 1.82309 9.20255 -0.976 -0.746 -0.939
N -4.51947 1.40779 8.26526 0.916 -0.855 -0.824
H -8.00737 0.85285 4.72469 0.176 0.512 -0.295
H -9.38923 1.15356 5.78833 0.105 0.611 -0.024
H -8.19685 0.02282 6.19594 0.452 -0.106 0.607
H -5.73935 1.59674 5.68988 0.079 -1.050 0.130
H -5.93331 3.00245 6.54921 0.278 0.275 0.633
H -6.17105 0.24833 7.73684 0.068 -0.278 0.656
H -6.45872 2.84802 9.50553 0.286 0.068 -0.421
H -6.48018 1.18890 10.06789 0.444 -0.115 -0.193
H -7.74998 1.74149 9.05757 -0.096 0.239 -0.123
H -4.18967 2.35728 8.36428 -0.530 0.444 0.305
H -4.03097 1.12088 7.42911 0.603 -0.455 -0.059
```
Positions in Å, forces in eV/Å.

* Kohn-Sham gap: 9.58 eV
* energy above the lowest of the compared OMol25 structures with the same formula, charge and spin: 456.7 kJ/mol
* HOMO energy: -9.043 eV
* max |F|: 2.9 eV/Å